[1]
Entry from the OMol25 dataset: a cluster of 7 separate species, C27H72N4O11 in total (ωB97M-V/def2-TZVPD).

Summary:
E_LUMO	0.39	eV
gap between HOMO and LUMO	8.91	eV
electronic energy	-57643.600	eV
structure (SMILES)	COCCNCCOC.COCCNCCOC.COCCNCCOC.COCCNCCOC.CO.CO.CO
multiplicity	1
relative energy (zero: lowest compared OMol25 entry of this formula, charge and spin)	39.43	kJ/mol

XYZ file:
```
114
C27H72N4O11 ωB97M-V/def2-TZVPD
C 8.250 6.331 -5.842
O 6.915 5.950 -5.598
C 6.723 4.560 -5.705
C 5.283 4.254 -5.397
N 5.043 4.471 -3.956
C 3.632 4.250 -3.589
C 3.294 2.783 -3.608
O 1.970 2.616 -3.160
C 1.522 1.295 -3.296
H 8.940 5.750 -5.219
H 8.354 7.381 -5.575
H 8.501 6.207 -6.900
H 7.359 4.016 -4.992
H 6.987 4.190 -6.708
H 5.098 3.218 -5.677
H 4.666 4.933 -6.000
H 5.195 5.470 -3.848
H 2.945 4.825 -4.226
H 3.487 4.608 -2.568
H 3.991 2.254 -2.939
H 3.425 2.346 -4.607
H 2.256 0.557 -2.944
H 1.264 1.033 -4.329
H 0.639 1.187 -2.667
C -4.763 -5.454 -7.231
O -4.074 -4.479 -6.493
C -3.225 -5.040 -5.512
C -2.928 -3.985 -4.469
N -2.250 -2.840 -5.058
C -1.968 -1.817 -4.072
C -1.475 -0.560 -4.740
O -2.429 0.060 -5.600
C -3.608 0.462 -4.947
H -5.490 -5.986 -6.606
H -4.069 -6.173 -7.686
H -5.299 -4.960 -8.040
H -2.308 -5.419 -5.980
H -3.728 -5.892 -5.030
H -2.291 -4.430 -3.700
H -3.882 -3.708 -3.991
H -2.859 -2.457 -5.774
H -1.184 -2.159 -3.392
H -2.831 -1.585 -3.426
H -0.641 -0.805 -5.398
H -1.148 0.179 -3.994
H -4.202 1.026 -5.666
H -3.396 1.113 -4.090
H -4.214 -0.397 -4.638
C -2.022 -4.608 9.074
O -1.231 -4.277 7.957
C -1.070 -5.353 7.067
C -0.377 -4.838 5.826
N -1.254 -3.923 5.105
C -0.588 -3.359 3.934
C -1.443 -2.284 3.305
O -1.597 -1.246 4.238
C -2.314 -0.147 3.720
H -1.779 -5.608 9.452
H -3.092 -4.594 8.827
H -1.847 -3.869 9.853
H -2.049 -5.778 6.800
H -0.485 -6.169 7.519
H -0.142 -5.683 5.175
H 0.555 -4.349 6.152
H -1.418 -3.142 5.735
H -0.397 -4.127 3.177
H 0.389 -2.921 4.199
H -2.421 -2.710 3.034
H -0.995 -1.925 2.370
H -3.391 -0.366 3.696
H -1.977 0.111 2.714
H -2.168 0.705 4.384
C -3.304 2.452 0.624
O -2.006 2.298 1.143
C -1.715 3.227 2.162
C -0.302 3.009 2.629
N -0.078 3.745 3.874
C 1.330 3.972 4.147
C 1.517 4.517 5.546
O 1.122 3.510 6.450
C 1.320 3.885 7.798
H -3.506 3.497 0.358
H -4.068 2.126 1.341
H -3.376 1.861 -0.287
H -2.432 3.106 2.992
H -1.837 4.264 1.820
H 0.390 3.406 1.883
H -0.103 1.934 2.743
H -0.450 3.214 4.655
H 1.733 4.686 3.426
H 1.937 3.051 4.109
H 0.918 5.425 5.688
H 2.578 4.776 5.672
H 2.381 4.020 8.024
H 0.929 3.080 8.418
H 0.752 4.792 8.032
C 2.573 -2.450 2.168
O 1.599 -1.414 2.097
H 2.068 -3.410 2.020
H 3.283 -2.376 1.339
H 3.079 -2.491 3.130
H 1.869 -0.712 2.695
C -0.440 -0.261 -0.366
O 0.154 -1.552 -0.326
H -1.053 -0.197 -1.263
H -1.107 -0.089 0.486
H 0.325 0.518 -0.339
H 0.612 -1.636 0.522
C -2.843 -2.662 -0.559
O -1.817 -3.451 -1.107
H -2.918 -1.673 -1.023
H -3.781 -3.199 -0.696
H -2.727 -2.515 0.524
H -0.969 -3.002 -0.981
```



[2]
Entry from the OMol25 dataset: a cluster of 9 separate species, C27H72O27S9 in total in a non-equilibrium geometry (ωB97M-V/def2-TZVPD).

Summary:
E_LUMO	0.03	eV
gap between HOMO and LUMO	10.65	eV
electronic energy	-181956.335	eV
structure (SMILES)	CCOS(C)(=O)=O.CCOS(C)(=O)=O.CCOS(C)(=O)=O.CCOS(C)(=O)=O.CCOS(C)(=O)=O.CCOS(C)(=O)=O.CCOS(C)(=O)=O.CCOS(C)(=O)=O.CCOS(C)(=O)=O
multiplicity	1
relative energy (zero: lowest compared OMol25 entry of this formula, charge and spin)	642.32	kJ/mol

XYZ file:
```
135
C27H72O27S9 ωB97M-V/def2-TZVPD
C 0.700 6.636 -1.689
C 1.887 5.811 -1.079
O 1.902 6.069 0.345
S 2.946 7.256 0.968
C 4.221 6.099 1.667
O 3.558 8.019 -0.170
O 2.286 7.901 2.125
H 0.355 6.391 -2.694
H 1.090 7.652 -1.750
H -0.133 6.562 -0.991
H 1.795 4.736 -1.237
H 2.774 6.067 -1.659
H 5.069 6.633 2.097
H 4.446 5.431 0.836
H 3.871 5.433 2.455
C 3.396 -4.772 6.812
C 2.731 -3.586 5.949
O 3.234 -3.422 4.620
S 2.372 -2.581 3.529
C 0.946 -3.693 3.272
O 1.843 -1.337 4.204
O 3.154 -2.534 2.328
H 2.803 -5.176 7.633
H 4.325 -4.459 7.287
H 3.599 -5.519 6.045
H 1.647 -3.678 6.017
H 3.011 -2.644 6.419
H 0.252 -3.433 4.072
H 1.245 -4.741 3.267
H 0.570 -3.429 2.284
C 1.968 -5.306 -0.311
C 0.506 -5.371 0.158
O 0.471 -6.007 1.411
S -0.960 -6.572 1.825
C -0.938 -8.196 0.955
O -0.919 -6.736 3.279
O -2.053 -5.669 1.290
H 2.026 -6.206 -0.924
H 2.769 -5.263 0.426
H 2.103 -4.554 -1.088
H 0.058 -4.398 0.358
H -0.080 -5.876 -0.609
H -0.371 -8.249 0.025
H -1.975 -8.485 0.788
H -0.422 -8.811 1.693
C 1.127 -1.775 -0.012
C 1.311 -0.758 -1.182
O 0.235 0.132 -1.202
S 0.494 1.504 -0.226
C -0.479 2.543 -1.363
O -0.210 1.451 1.073
O 1.888 2.031 -0.277
H 0.056 -1.972 0.026
H 1.298 -1.210 0.904
H 1.877 -2.555 -0.142
H 2.281 -0.266 -1.256
H 1.195 -1.365 -2.080
H 0.002 2.302 -2.311
H -0.305 3.589 -1.111
H -1.533 2.286 -1.256
C 1.210 3.607 -8.436
C 1.053 3.626 -6.899
O 0.480 4.861 -6.479
S -0.669 4.861 -5.276
C -2.143 4.316 -6.266
O -0.228 3.817 -4.249
O -0.699 6.254 -4.856
H 1.847 4.459 -8.673
H 0.252 3.607 -8.956
H 1.788 2.743 -8.765
H 0.601 2.688 -6.575
H 2.064 3.766 -6.518
H -2.185 3.236 -6.120
H -2.080 4.372 -7.353
H -3.060 4.800 -5.928
C -4.252 0.559 0.137
C -3.763 0.045 -1.298
O -2.716 -0.919 -1.299
S -2.948 -2.457 -1.875
C -3.950 -3.171 -0.595
O -3.708 -2.389 -3.121
O -1.675 -3.264 -1.947
H -3.366 0.821 0.715
H -4.751 -0.249 0.673
H -4.905 1.431 0.091
H -4.528 -0.238 -2.021
H -3.232 0.836 -1.828
H -4.800 -2.499 -0.477
H -3.440 -2.981 0.349
H -4.243 -4.182 -0.879
C 0.270 -3.072 -4.796
C 0.177 -1.514 -4.792
O 0.068 -1.123 -6.139
S -0.768 0.375 -6.432
C -2.482 -0.305 -6.381
O -0.594 1.290 -5.324
O -0.499 0.758 -7.771
H -0.707 -3.334 -5.203
H 0.422 -3.495 -3.803
H 0.933 -3.614 -5.470
H -0.680 -1.166 -4.216
H 0.935 -0.991 -4.209
H -2.709 -0.911 -7.259
H -3.273 0.438 -6.478
H -2.498 -0.854 -5.440
C 1.955 2.301 3.020
C 2.845 2.973 4.011
O 2.854 2.229 5.232
S 3.964 2.682 6.424
C 3.023 3.950 7.282
O 4.154 1.496 7.290
O 5.036 3.329 5.651
H 2.041 2.837 2.075
H 0.922 2.241 3.362
H 2.281 1.263 2.955
H 3.785 3.240 3.529
H 2.355 3.908 4.281
H 3.479 4.174 8.247
H 2.092 3.387 7.360
H 3.017 4.861 6.684
C -1.735 -0.692 2.518
C -2.582 -1.684 3.386
O -3.778 -2.069 2.699
S -5.147 -2.623 3.455
C -5.916 -0.982 3.760
O -5.916 -3.326 2.486
O -4.862 -3.239 4.754
H -2.282 0.249 2.461
H -1.580 -1.102 1.520
H -0.757 -0.465 2.942
H -1.962 -2.578 3.446
H -2.806 -1.232 4.352
H -5.487 -0.348 4.536
H -6.952 -1.165 4.045
H -5.900 -0.380 2.851
```